Entry 1:
Density functional theory data (ωB97M-V with the def2-TZVPD basis set) for a molecular structure, B2CdF2H8 at a distorted geometry.

```
13
B2CdF2H8, DFT ωB97M-V with the def2-TZVPD basis set
Cd -0.5786 -0.1109 0.4485
F 0.0467 0.6400 2.3216
F -2.5592 -0.7324 0.3065
B 0.8775 -1.6890 0.1409
H 0.1648 -1.9472 -0.7452
H 1.8086 -2.3791 0.2339
H 1.2466 -0.6096 0.0720
H 0.2738 -1.6652 1.1148
B -0.2524 1.6911 -0.7695
H 0.2090 2.3250 -1.6321
H 0.6006 1.3518 -0.0925
H -1.0367 2.3493 -0.2127
H -0.8007 0.7762 -1.1863
```

Net charge = -2
Highest occupied orbital energy = -1.761 eV
Multiplicity = 1

These are the Mulliken partial charges, in e, on atoms 1 to 2: 0.6345 -0.8151

Entry 2:
Density functional theory data (ωB97M-V with the def2-TZVPD basis set) for a molecular structure, B2FeH8O8S2 at a distorted geometry.

```
21
B2FeH8O8S2, DFT ωB97M-V with the def2-TZVPD basis set
Fe -0.0977 0.0130 -0.0756
S 1.5629 0.3274 -2.1998
O 2.9846 0.4455 -1.9187
O 0.7138 1.3334 -1.4486
O 1.2917 0.3452 -3.6415
O 0.9875 -0.9238 -1.5548
S 1.8411 -0.8746 1.6181
O 3.0925 -1.4243 1.1176
O 1.5300 0.4934 1.0282
O 0.6358 -1.5980 1.0459
O 1.8267 -0.8194 3.0828
B -2.0276 -0.8017 -0.9331
H -1.2298 -1.5104 -0.3900
H -2.8357 -1.5361 -1.4659
H -2.5908 -0.1075 -0.1297
H -1.4207 -0.1322 -1.7105
B -1.2648 1.3447 1.5313
H -0.8804 1.6712 0.4380
H -2.4685 1.5092 1.5724
H -0.9535 0.2011 1.6891
H -0.6971 2.0437 2.3448
```

Net charge = -3
Highest occupied orbital energy (spin up / spin down) = 0.767 / 0.879 eV
Expectation value of S² = 8.76
Multiplicity = 6

These are the Mulliken partial charges, in e, on atoms 1 to 2: 0.2853 1.3953

Entry 3:
Density functional theory data (ωB97M-V with the def2-TZVPD basis set) for a molecular structure, B3F12Sn at a distorted geometry.

```
16
B3F12Sn, DFT ωB97M-V with the def2-TZVPD basis set
Sn -0.9138 0.5746 0.0031
B -2.3632 1.3047 -2.7866
F -1.4872 2.2571 -2.5132
F -3.2389 1.2934 -1.7313
F -2.9691 1.5494 -4.0564
F -1.5733 0.1221 -2.7905
B 2.0660 -1.0388 -0.4219
F 3.3346 -1.4486 -0.7332
F 1.4663 -0.4598 -1.4753
F 1.3166 -2.0989 -0.0915
F 2.1861 -0.1465 0.6857
B 0.4199 -0.3847 3.1754
F 1.6886 -0.8741 3.5413
F -0.1482 -1.1885 2.1885
F -0.4122 -0.3614 4.2950
F 0.6279 0.8999 2.7110
```

Net charge = -2
Highest occupied orbital energy (spin up / spin down) = -1.051 / -5.372 eV
Expectation value of S² = 0.75
Multiplicity = 2

These are the Mulliken partial charges, in e, on atoms 1 to 2: 0.8342 0.5487

Entry 4:
Density functional theory data (ωB97M-V with the def2-TZVPD basis set) for a molecular structure, B6F24Sn at a distorted geometry.

```
31
B6F24Sn, DFT ωB97M-V with the def2-TZVPD basis set
Sn -21.5728 12.8659 -0.2878
B -18.2514 11.6025 -0.9152
F -17.9780 10.3192 -0.4120
F -19.2219 11.5699 -1.9416
F -18.7575 12.4085 0.1234
F -17.0598 12.1586 -1.4474
B -20.7480 15.8288 -1.6729
F -22.1135 15.6578 -1.3146
F -20.5311 16.8718 -2.5645
F -20.0179 16.0420 -0.4655
F -20.2792 14.6152 -2.1988
B -21.3079 13.4359 3.0178
F -20.2354 12.5631 3.2248
F -20.8556 14.4906 2.2086
F -22.3990 12.7792 2.4200
F -21.7551 13.9492 4.2813
B -22.4219 11.1436 -3.1962
F -22.0383 12.5252 -3.2276
F -21.8118 10.4797 -4.2924
F -21.9559 10.5677 -1.9981
F -23.8140 11.0837 -3.2408
B -24.8833 12.8006 0.2277
F -25.9768 12.7009 1.1136
F -24.1438 13.9814 0.4609
F -24.0482 11.6699 0.4480
F -25.3352 12.8523 -1.1032
B -20.8331 9.1359 1.3488
F -20.6528 10.5623 1.3446
F -19.7119 8.5638 1.9857
F -21.9669 8.8056 2.1475
F -21.0406 8.6613 0.0599
```

Net charge = -4
Highest occupied orbital energy = -0.794 eV
Multiplicity = 1

These are the Mulliken partial charges, in e, on atoms 1 to 2: 2.3301 0.5516

Entry 5:
Density functional theory data (ωB97M-V with the def2-TZVPD basis set) for a molecular structure, BCuH20O8 at a distorted geometry.

```
30
BCuH20O8, DFT ωB97M-V with the def2-TZVPD basis set
Cu 0.3755 10.3992 14.0476
B 2.5549 11.0889 14.3257
H 2.1304 12.0902 13.9290
H 2.4071 10.3210 13.4652
H 3.6656 11.2950 14.5110
H 1.9788 10.7175 15.2609
O -0.1859 11.2529 15.9478
H -0.8553 11.0343 16.6121
H 0.3071 12.0065 16.3125
O 5.2047 10.5869 12.7345
H 4.3250 10.6243 13.1501
H 5.8068 10.3595 13.4506
O 3.0329 12.8455 11.4849
H 2.1008 12.9863 11.6634
H 3.3363 12.2810 12.2046
O 3.4415 14.1838 14.5543
H 4.3974 14.1493 14.4410
H 3.1193 13.3280 14.2298
O 0.6649 9.7207 11.9970
H 1.4781 9.4394 11.5485
H 0.0451 9.9468 11.2878
O 4.2058 11.5225 17.4021
H 3.7660 11.1053 16.6534
H 5.1260 11.6047 17.1304
O 0.7741 8.4653 14.7384
H 0.7504 8.0829 15.6278
H 0.7742 7.7102 14.1313
O -0.5061 12.2257 13.4055
H -0.1409 12.8215 12.7360
H -1.2758 12.6857 13.7695
```

Net charge = +1
Highest occupied orbital energy (spin up / spin down) = -13.090 / -13.089 eV
Expectation value of S² = 0.75
Multiplicity = 2

These are the Mulliken partial charges, in e, on atoms 1 to 2: -0.2062 1.5092

Entry 6:
Density functional theory data (ωB97M-V with the def2-TZVPD basis set) for 7 unconnected molecules or ions with the total composition BF4H12O6 at a distorted geometry.

```
23
BF4H12O6, DFT ωB97M-V with the def2-TZVPD basis set
B -0.2298 0.2232 0.3409
F 0.8346 1.0500 -0.0408
F -1.1251 1.0637 1.0277
F -0.6066 -0.3671 -0.8243
F 0.3501 -0.7984 1.0859
O 0.3328 1.9250 -4.7293
H 1.1393 2.3071 -5.0754
H 0.5787 1.5840 -3.8694
O 5.3247 -0.2102 -0.0762
H 4.6326 0.4507 -0.0942
H 4.8926 -1.0016 0.2449
O -4.5909 -0.5370 3.3551
H -4.9657 -0.8386 2.5276
H -3.6940 -0.2855 3.1349
O 4.1793 -4.1342 3.3024
H 4.3174 -4.7243 4.0433
H 3.6475 -3.4224 3.6585
O -0.3845 5.5727 -0.8909
H -0.7186 5.4833 -1.7835
H -0.1861 4.6769 -0.6181
O -4.7298 -2.8042 -1.2390
H -5.1294 -2.8064 -2.1088
H -3.8691 -2.4067 -1.3714
```

Net charge = -1
Highest occupied orbital energy = -7.811 eV
Multiplicity = 1

These are the Mulliken partial charges, in e, on atoms 1 to 2: 0.6227 -0.4381

Entry 7:
Density functional theory data (ωB97M-V with the def2-TZVPD basis set) for 8 unconnected molecules or ions with the total composition BF4H14O7 at a distorted geometry.

```
26
BF4H14O7, DFT ωB97M-V with the def2-TZVPD basis set
B -0.1625 -0.4162 -0.9949
F -0.2119 -1.2709 0.0384
F -0.0284 0.8382 -0.3462
F 0.9413 -0.5776 -1.7896
F -1.2955 -0.4178 -1.7618
O 0.3753 5.9849 -1.5642
H 0.4627 5.0825 -1.2571
H 1.2567 6.2285 -1.8471
O 3.6044 1.8724 2.1099
H 2.7859 1.7644 1.6254
H 4.2360 1.3296 1.6379
O -1.4763 -0.5768 4.4513
H -1.2133 -0.7584 3.5491
H -0.8020 -0.9951 4.9867
O -5.2914 1.1877 -0.2208
H -4.3791 1.0164 -0.4545
H -5.5513 0.4297 0.3028
O -0.8494 -5.4373 2.8981
H -0.4910 -4.8547 2.2286
H -0.9914 -4.8719 3.6573
O 5.4928 -2.1034 0.3479
H 4.8943 -2.2640 -0.3817
H 5.2287 -2.7337 1.0181
O -2.2317 0.2360 -6.3464
H -2.1990 0.1342 -5.3952
H -2.1037 1.1734 -6.4919
```

Net charge = -1
Highest occupied orbital energy = -7.940 eV
Multiplicity = 1

These are the Mulliken partial charges, in e, on atoms 1 to 2: 0.5791 -0.3541

Entry 8:
Density functional theory data (ωB97M-V with the def2-TZVPD basis set) for a molecular structure, BF4H16O8 at a distorted geometry.

```
29
BF4H16O8, DFT ωB97M-V with the def2-TZVPD basis set
B -0.0893 -0.4089 0.2917
F -0.3639 -0.9763 -0.9118
F -0.6406 0.8489 0.3276
F -0.6259 -1.0975 1.3389
F 1.2626 -0.2926 0.5418
O 1.3721 -2.3733 0.2352
H 2.0464 -2.3297 0.9132
H 1.0090 -1.4883 0.2006
O 0.5532 -2.3431 -1.7607
H 0.2970 -1.6161 -1.1931
H 0.3542 -3.1279 -1.2501
O 0.2681 1.7618 -1.0664
H 0.5558 2.5877 -0.6774
H -0.0960 1.2654 -0.3335
O 1.8961 0.5412 -0.9448
H 1.2562 0.9957 -1.4927
H 1.4555 0.4314 -0.1021
O -0.6011 -0.4153 -2.9589
H -0.3540 -0.8431 -2.1391
H -0.8205 -1.1362 -3.5492
O -2.3087 1.0208 1.3305
H -1.4358 0.7951 1.0092
H -2.8932 0.8178 0.6002
O 0.6190 -0.1703 2.6533
H 0.7578 -0.5186 1.7725
H 0.3280 0.7306 2.5120
O -1.2170 2.7867 1.3651
H -1.7919 2.0627 1.1171
H -0.7929 2.4912 2.1707
```

Net charge = -1
Highest occupied orbital energy = -5.003 eV
Multiplicity = 1

These are the Mulliken partial charges, in e, on atoms 1 to 2: -1.1453 -0.0685

Entry 9:
Density functional theory data (ωB97M-V with the def2-TZVPD basis set) for 9 unconnected molecules or ions with the total composition BF4H16O8 at a distorted geometry.

```
29
BF4H16O8, DFT ωB97M-V with the def2-TZVPD basis set
B 0.6946 0.6045 -0.1204
F 1.6132 0.2112 -1.0621
F 0.6512 -0.3780 0.8063
F 1.1684 1.8376 0.3431
F -0.6015 0.7175 -0.5686
O -2.5646 -0.0124 -2.7064
H -2.7068 0.9209 -2.8644
H -1.7715 -0.0472 -2.1715
O -0.8515 -2.7354 -1.2181
H -0.6128 -2.0720 -0.5707
H -0.5830 -3.5645 -0.8223
O -3.8003 0.7836 -0.1737
H -3.3092 0.9786 0.6245
H -3.7779 -0.1709 -0.2420
O 1.0562 -1.0460 -3.3053
H 1.0823 -1.6412 -2.5561
H 1.3811 -0.2136 -2.9621
O 3.6354 2.1385 1.4922
H 3.1257 1.5157 0.9738
H 2.9800 2.7057 1.8983
O 0.2535 4.6164 -0.2471
H 0.1559 3.8081 0.2563
H -0.5938 4.7359 -0.6759
O 0.8078 -1.3524 3.3891
H 1.3770 -0.9235 4.0281
H 0.9649 -0.8791 2.5721
O -0.0423 -3.8829 1.9203
H 0.4744 -3.5073 2.6332
H -0.2063 -3.1478 1.3296
```

Highest occupied orbital energy (spin up / spin down) = -10.643 / -10.642 eV
Expectation value of S² = 0.76
Multiplicity = 2

These are the Mulliken partial charges, in e, on atoms 1 to 2: 0.4516 -0.4184

Entry 10:
Density functional theory data (ωB97M-V with the def2-TZVPD basis set) for a molecular structure, BF4H18O9 at a distorted geometry.

```
32
BF4H18O9, DFT ωB97M-V with the def2-TZVPD basis set
B -4.0809 16.8910 -8.4016
F -4.4325 18.0887 -8.9818
F -2.7585 16.9482 -8.0896
F -4.8198 16.6248 -7.3644
F -4.1856 15.8354 -9.3054
O -6.4407 16.8493 -9.0366
H -5.7069 16.8454 -8.4220
H -6.2148 17.5250 -9.6758
O -1.0547 16.5846 -8.1897
H -1.6762 15.9346 -8.5175
H -0.1981 16.2577 -8.4647
O -3.7961 15.4245 -6.4788
H -4.6746 15.5484 -6.1195
H -3.8894 15.6154 -7.4121
O -2.7457 19.0802 -9.5376
H -2.6642 20.0050 -9.3046
H -3.3650 18.7257 -8.8996
O -3.8129 18.6134 -6.8384
H -4.7068 18.9552 -6.8226
H -3.9036 17.7196 -7.1688
O -2.4564 16.7269 -6.1292
H -3.1322 16.0502 -6.1688
H -2.3399 17.0031 -7.0383
O -2.2973 15.9419 -10.0273
H -2.6605 15.1669 -10.4559
H -2.8309 16.0534 -9.2405
O -6.2400 17.0511 -6.1291
H -5.8862 16.2014 -6.3919
H -7.1868 16.9608 -6.2378
O -4.7235 16.9011 -10.8973
H -4.5110 16.9997 -9.9692
H -5.1129 17.7398 -11.1447
```

Net charge = -1
Highest occupied orbital energy = -4.079 eV
Multiplicity = 1

These are the Mulliken partial charges, in e, on atoms 1 to 2: -1.4440 -0.4775

Entry 11:
Density functional theory data (ωB97M-V with the def2-TZVPD basis set) for 13 unconnected molecules or ions with the total composition BF4H24O12 at a distorted geometry.

```
41
BF4H24O12, DFT ωB97M-V with the def2-TZVPD basis set
B -0.2156 -0.1969 -0.2106
F 0.3325 0.1992 -1.4021
F -1.0117 -1.2248 -0.5224
F 0.7649 -0.5574 0.7254
F -0.9788 0.8307 0.2275
O 1.5099 0.5630 3.2056
H 1.6306 -0.3044 3.5919
H 1.6311 0.4263 2.2660
O 1.5534 -0.5825 -4.3328
H 1.3171 -0.6675 -3.4092
H 1.0257 0.1507 -4.6491
O -1.4532 3.2582 -0.9207
H -1.4454 2.3599 -0.5903
H -0.6562 3.3276 -1.4463
O -3.7093 -0.1807 -0.9664
H -4.3444 0.0014 -0.2738
H -3.4668 -1.0973 -0.8348
O 0.7633 2.9479 -2.2415
H 1.5922 3.2085 -2.6429
H 0.9612 2.1247 -1.7948
O 0.9081 -2.1662 3.5371
H 1.0399 -2.5568 2.6732
H 1.1779 -2.8480 4.1524
O 0.2310 -3.3801 1.0711
H 0.4810 -3.9547 0.3476
H -0.0090 -2.5546 0.6500
O -0.0739 2.8112 3.2929
H -0.6582 2.5811 2.5705
H 0.5367 2.0763 3.3512
O -3.1244 0.5680 2.1121
H -2.3565 0.6466 1.5462
H -2.8223 0.0461 2.8555
O 2.0820 -2.2957 -1.7220
H 1.5903 -1.5952 -1.2933
H 1.4645 -3.0251 -1.7743
O -1.5074 -0.4405 -3.1812
H -1.7147 0.1376 -2.4470
H -1.1458 -1.2270 -2.7727
O 2.9848 0.6672 0.2360
H 2.0654 0.4165 0.3252
H 3.0498 1.5069 0.6909
```

Net charge = -1
Highest occupied orbital energy = -7.425 eV
Multiplicity = 1

These are the Mulliken partial charges, in e, on atoms 1 to 2: 0.8849 -0.1464

Entry 12:
Density functional theory data (ωB97M-V with the def2-TZVPD basis set) for a molecular structure, BF4H4IrO14P4.

```
28
BF4H4IrO14P4, DFT ωB97M-V with the def2-TZVPD basis set
Ir -0.2839 0.5405 0.2389
O -1.2861 0.3659 -1.6677
P -2.5358 1.3125 -1.0210
O -3.8963 1.1022 -1.4625
O -2.1585 1.0546 0.4795
O -1.9117 2.6997 -1.4395
P -0.3633 3.2160 -1.3540
O 0.3001 2.6706 -2.6845
O -0.3112 4.6596 -1.2334
O 0.2561 2.3588 -0.1912
H -1.4659 -0.5948 -1.6371
H 0.5460 1.7321 -2.6715
O 1.9063 -1.1818 2.4980
P 0.5208 -0.6190 3.0496
O 0.5074 -0.3460 4.4762
O 0.1490 0.6095 2.1373
O -0.5379 -1.7690 2.6690
P -0.8827 -2.4965 1.2797
O 0.3310 -3.4700 0.9814
O -2.1651 -3.1775 1.3375
O -0.7203 -1.3589 0.2035
H 2.1983 -0.7379 1.6897
H 1.0306 -3.0566 0.4512
F 1.3434 -0.3195 -2.3083
B 2.2022 -0.7534 -1.3180
F 3.4853 -0.3531 -1.4699
F 2.0395 -2.0836 -1.0028
F 1.7028 -0.0041 -0.0300
```

Net charge = -1
Highest occupied orbital energy (spin up / spin down) = -8.518 / -8.301 eV
Expectation value of S² = 0.75
Multiplicity = 2

These are the Mulliken partial charges, in e, on atoms 1 to 2: 2.8326 -0.5587

Here are the calculated relative energy (zero: lowest compared OMol25 entry of this formula, charge and spin) numbers, same order: 0.00 0.00 0.00 10.04 0.00 31.98 36.64 635.11 1.76 639.92 27.09 0.00 (kcal per mole).
Here are the calculated total energy numbers, same order: -11479.1451 -73916.9244 -40490.7542 -75145.0616 -62011.0176 -24034.5698 -26114.6612 -28168.8676 -28187.8123 -30248.6593 -36516.1156 -80293.2202 (eV).